No. 1
The following is a DFT calculation (ωB97M-V with the def2-TZVPD basis set) of 2 unconnected molecules or ions with the total composition C6H10N4OS2 at a distorted geometry.

Computed properties:
Net charge: +2
LUMO (eV): -9.4
HOMO energy (eV): -14.14
ΔE to the lowest compared entry with this formula, charge and spin (kJ/mol): 7.0
Frontier orbital gap (eV): 4.8

```
23
Properties=species:S:1:pos:R:3:lowdin_charge:R:1
H -1.1826 5.7059 -1.2623 -0.02
H -1.9518 1.5828 -1.4605 0.11
H 3.0449 -0.9301 0.6472 0.12
N -1.0660 0.2464 -0.2253 0.15
C -1.0605 1.2663 -1.1161 -0.10
H -2.0598 -4.1250 1.7215 0.12
H -0.0422 2.0551 -2.7185 0.18
C 2.0193 -0.8985 0.6904 -0.13
N 0.0926 1.7394 -1.6422 0.09
C -1.0179 -3.8362 1.8642 0.05
H 1.7543 -2.8321 1.4277 0.18
C -0.0457 -1.7788 0.8909 -0.22
S -0.6263 4.8119 -2.0854 0.97
H -0.4362 -4.5094 1.3572 0.08
N 1.2815 -0.0719 0.0492 0.09
N 1.2960 -1.9558 1.2031 0.17
S 2.1772 4.7397 -0.6823 1.09
O -1.0432 -2.5750 1.1187 0.00
H -1.9862 -0.1584 0.0210 0.20
C 0.8545 4.7377 -1.4465 -1.05
H -0.8547 -3.7478 2.8611 0.07
H 0.8479 1.0566 -1.3994 0.09
C 0.0050 -0.5225 0.1863 -0.23
```

No. 2
The following is a DFT calculation (ωB97M-V with the def2-TZVPD basis set) of a gas-phase ion, C6H10N5 (charge +1) at a distorted geometry.

Computed properties:
Net charge: +1
Spin multiplicity: 3
LUMO (spin up / spin down) (eV): -2.8 / -5.2
HOMO energy (spin up / spin down) (eV): -9.19 / -13.24
ΔE to the lowest compared entry with this formula, charge and spin (kJ/mol): 0.0
Frontier orbital gap (spin up / spin down) (eV): 6.4 / 8.1

```
21
Properties=species:S:1:pos:R:3:lowdin_charge:R:1
H -2.7015 -1.1766 1.4516 0.11
N 0.3356 -0.2583 1.8556 0.10
N -1.9167 -0.6274 1.5647 0.22
H 0.0112 -2.7925 -0.8536 0.09
C 0.7898 0.5907 -2.6511 -0.03
H 0.3424 2.2167 2.3865 0.09
C 0.2579 -0.8781 -1.0862 -0.41
H 0.9874 0.8355 -3.6360 0.11
N 0.6468 -0.7548 -2.3632 0.13
H 0.9393 2.3937 -1.2405 0.13
N 0.4158 2.0557 1.4381 0.21
C 0.4033 0.8015 0.8820 -0.29
H -0.5588 -2.1481 1.9511 0.15
C 0.3553 0.4479 -0.4693 -0.11
H -2.0530 0.3133 1.2716 0.13
H 0.4000 -1.3838 -3.0421 0.14
H 0.4619 2.7082 0.7458 0.06
C 0.6795 1.3477 -1.5102 0.02
C -0.7274 -1.1057 1.7999 -0.13
H 1.2141 -0.7108 2.0032 0.15
N -0.2828 -1.8748 -0.4978 0.14
```

No. 3
The following is a DFT calculation (ωB97M-V with the def2-TZVPD basis set) of 2 unconnected molecules or ions with the total composition C6H10N6O2 at a distorted geometry.

Computed properties:
Net charge: 0
SMILES: Cc1c/c(=N\[N+](=O)[O-])[nH][nH]1.CN=C=N
LUMO (eV): 0.3
HOMO energy (eV): -8.59
ΔE to the lowest compared entry with this formula, charge and spin (kJ/mol): 39.9
Frontier orbital gap (eV): 8.9

```
24
Properties=species:S:1:pos:R:3:lowdin_charge:R:1
N -0.4581 -1.6582 -1.8410 -0.01
N -1.0425 -0.2247 1.6006 0.06
O 1.0465 2.5785 -2.6760 0.01
C -0.0093 0.7060 3.6349 -0.02
H -0.6534 -3.5980 -1.2838 0.06
N 0.9907 2.2019 -1.5194 -0.50
H 0.0516 0.6074 -3.9534 0.04
H -1.8605 -0.6094 2.0837 0.18
C 0.1468 -2.9266 -1.4132 -0.08
H -0.7995 0.1068 4.0996 0.08
H 1.0906 2.1809 1.3260 0.08
N 0.1162 1.2086 -1.2851 0.12
H 0.7161 -2.7387 -0.4909 0.08
H -1.2651 -0.8162 -0.4158 0.15
H 1.0226 0.1940 3.7804 0.13
C 0.3580 1.4639 1.2203 0.07
O 1.6798 2.7029 -0.6999 0.04
N -0.3586 -0.2745 -3.7601 0.20
H 0.7929 -3.3890 -2.1413 0.07
C -0.0686 0.9060 -0.0157 -0.29
H -0.0904 1.6975 4.0685 0.09
N -0.9713 -0.0536 0.2602 0.09
C -0.2351 0.6731 2.1844 -0.32
C -0.1995 -0.9389 -2.7631 -0.34
```

No. 4
The following is a DFT calculation (ωB97M-V with the def2-TZVPD basis set) of C6H10N6O3 in the gas phase at a distorted geometry.

Computed properties:
Net charge: 0
Spin multiplicity: 3
LUMO (spin up / spin down) (eV): 0.0 / -2.0
HOMO energy (spin up / spin down) (eV): -4.51 / -7.84
Frontier orbital gap (spin up / spin down) (eV): 4.5 / 5.8

```
25
Properties=species:S:1:pos:R:3:lowdin_charge:R:1
O 4.5142 -2.0776 -2.6315 0.07
H -1.3943 2.0158 0.5972 0.10
N -0.9845 -0.4256 2.5673 0.11
O 3.4452 1.7002 -0.3323 0.04
C 2.0891 -0.0146 -1.4533 -0.22
H 1.7672 -1.7004 -2.4315 0.15
H -0.9783 -1.4091 2.6873 0.08
H -1.4646 -0.1246 3.4372 0.12
H -2.3438 0.4363 -1.1194 0.14
C 3.8618 -1.2468 -2.0469 -0.56
H 5.3144 0.1343 -1.4992 0.18
N 4.3322 -0.1263 -1.3327 0.18
O -0.2872 -1.6815 -2.0609 -0.11
N -1.5459 -0.6689 0.3994 0.10
N -1.1548 1.5246 1.4482 0.17
C 3.3307 0.6560 -0.9262 -0.50
H -2.1970 -1.1522 -1.3609 0.13
H 0.6065 1.4047 -0.6295 0.08
C 0.8721 0.4372 -1.1717 0.02
C -1.2719 0.1584 1.3398 -0.52
N -1.7067 -0.3309 -1.0492 0.01
C -0.5771 -0.3260 -2.0598 -0.13
H -0.1278 -2.2078 -1.2882 0.09
N 2.5538 -1.2071 -2.0211 0.19
H -1.1874 2.0119 2.2824 0.08
```

No. 5
The following is a DFT calculation (ωB97M-V with the def2-TZVPD basis set) of 2 unconnected molecules or ions with the total composition C6H10NO at a distorted geometry.

Computed properties:
Net charge: +1
LUMO (eV): -5.6
HOMO energy (eV): -14.79
ΔE to the lowest compared entry with this formula, charge and spin (kJ/mol): 784.5
Frontier orbital gap (eV): 9.2

```
18
Properties=species:S:1:pos:R:3:lowdin_charge:R:1
C 0.7663 0.4076 -1.8431 0.14
C -0.4894 -0.5982 1.5928 0.01
H -1.1845 -0.2558 2.3149 0.08
N 0.4197 -0.3047 -0.6693 -0.03
C -0.7914 0.0453 0.1326 -0.35
H 2.9374 0.8232 -2.2433 0.14
H 2.3936 1.9781 1.3655 0.04
H -3.0149 -0.2238 0.0313 0.15
H -1.8923 -1.3474 -0.9126 0.07
C 2.0770 0.5005 -1.6887 0.11
H 0.3941 -1.3949 -0.7350 0.26
H 0.5190 -0.2342 1.8000 0.04
H -0.8388 1.1155 0.4003 0.16
O 1.7634 1.2714 1.3063 -0.06
H -2.2842 0.0332 -1.4565 0.08
C -2.0150 -0.3811 -0.5201 -0.06
C 1.6675 0.2803 -0.3692 0.09
H -0.4275 -1.7150 1.4942 0.11
```

No. 6
The following is a DFT calculation (ωB97M-V with the def2-TZVPD basis set) of a gas-phase ion, C6H10NO (charge +1) at a distorted geometry.

Computed properties:
Net charge: +1
SMILES: C=[N+]1C[C@H](C)CC1=O
LUMO (eV): -5.5
HOMO energy (eV): -15.79
ΔE to the lowest compared entry with this formula, charge and spin (kJ/mol): 107.8
Frontier orbital gap (eV): 10.3

```
18
Properties=species:S:1:pos:R:3:lowdin_charge:R:1
H -0.0324 2.0573 1.8562 0.09
H 0.5510 1.6160 -1.9241 0.13
N -0.6036 -1.1062 -0.7593 -0.04
C -0.9966 0.0833 -1.6948 -0.25
H 0.9674 -1.4555 0.9017 0.19
C -0.1318 1.2784 -1.1727 -0.01
H -2.2897 -2.2206 -1.2962 0.17
C -0.0300 1.0042 1.5087 -0.04
H 0.2956 0.2811 2.1914 0.05
C 0.7105 -0.8535 -0.1113 -0.05
O -1.9710 -0.1100 -2.3295 0.20
H 1.6695 0.9841 0.1058 0.12
H 1.3938 -1.0809 -0.9135 0.13
C -1.2361 -2.1959 -0.7964 0.19
H -1.0907 -3.0009 -0.0838 0.13
H -0.9151 2.0279 -0.9182 0.15
H -1.1597 0.9066 1.4186 0.10
C 0.6393 0.7595 0.0806 -0.26
```